<one>
Molecular formula: C4H5FN2O
Method: DFT, ωB97M-V/def2-TZVPD

The geometry in XYZ format:
```
13
Properties=species:S:1:pos:R:3:lowdin_charge:R:1
C -2.20 -0.57 0.09 0.0127
C -0.27 0.61 -0.12 -0.4165
C 0.55 -0.56 -0.11 -0.0203
C 1.76 -0.17 -0.04 -0.3470
H -3.16 -0.26 0.31 0.0385
H -2.21 -1.34 -0.71 0.0890
H -1.36 -0.88 1.13 0.1963
H 0.24 -1.54 -0.33 0.1019
H 2.76 1.75 0.07 0.2328
N 1.81 1.16 0.09 0.0120
N 0.59 1.67 -0.06 0.0884
O -1.56 0.79 -0.23 -0.0585
F 3.04 -0.65 -0.09 0.0708
```

Its gap between HOMO and LUMO is 0.3446 Eh. The value obtained for the LUMO energy is 0.80 eV. Its net charge is 0.



<two>
Molecular formula: C4H5FN2O
Method: DFT, ωB97M-V/def2-TZVPD

The geometry in XYZ format:
```
13
Properties=species:S:1:pos:R:3:lowdin_charge:R:1
C -1.16 0.64 0.04 -0.5660
C -0.25 -0.49 -0.23 -0.1953
C 1.06 -0.61 -0.29 0.0189
C 2.03 0.38 0.21 -0.2467
H -2.76 -1.35 0.42 0.2915
H -3.71 0.43 0.23 0.2564
H -0.55 2.10 -1.11 0.0534
H 1.51 -1.65 -0.53 0.1658
H 1.79 1.35 0.68 0.1254
N -2.22 0.10 0.71 -0.0264
N -1.25 1.84 -0.42 0.1448
O 3.25 0.21 0.22 0.0238
F -0.91 -1.74 -0.21 -0.0455
```

Its gap between HOMO and LUMO is 0.3065 Eh. The value obtained for the LUMO energy is -1.45 eV. Its net charge is 0.



Bottom line: <one>, by a margin of 406.2 kJ/mol.



<one>
Molecular formula: C3H11N3
Method: DFT, ωB97M-V/def2-TZVPD

The geometry in XYZ format:
```
17
Properties=species:S:1:pos:R:3:lowdin_charge:R:1
C -1.74 -1.17 0.36 -0.1268
N -1.05 -0.25 -0.53 -0.1341
H -1.60 0.46 -0.99 0.1117
H -0.75 1.15 0.48 0.1496
H -2.29 -0.61 1.12 0.0692
H -2.46 -1.77 -0.22 0.0710
H -1.09 -1.88 0.87 0.0720
C 1.29 -1.09 -0.06 -0.0697
N 0.90 2.35 -0.09 -0.0447
C 0.41 0.07 -0.48 -0.4521
N 0.40 1.12 0.52 -0.1193
H 0.80 3.12 0.59 0.0613
H 1.91 2.28 -0.24 0.0617
H 0.68 0.40 -1.49 0.1299
H 2.34 -0.80 -0.14 0.0739
H 1.12 -1.39 0.98 0.0681
H 1.12 -1.97 -0.69 0.0781
```

Its gap between HOMO and LUMO is 0.3209 Eh. The value obtained for the LUMO energy is 1.19 eV. Its net charge is 0.



<two>
Molecular formula: C3H11N3
Method: DFT, ωB97M-V/def2-TZVPD

The geometry in XYZ format:
```
17
Properties=species:S:1:pos:R:3:lowdin_charge:R:1
C -2.02 -0.17 0.53 -0.0074
C -0.58 -1.80 -0.37 0.0061
C -0.14 1.74 -0.32 -0.1656
N 3.01 -0.54 0.18 0.0040
N -0.77 -0.52 -0.15 -0.3025
N 0.10 0.35 -0.54 -0.0865
H -2.86 -0.28 -0.16 0.1016
H -2.17 -0.84 1.38 0.0939
H -2.00 0.85 0.90 0.0700
H -1.30 -2.51 -0.03 0.0593
H 0.32 -2.11 -0.86 0.0677
H 3.23 0.07 0.96 -0.0041
H -1.04 2.11 -0.81 0.0723
H -0.19 2.01 0.75 0.0707
H 0.72 2.26 -0.75 0.0702
H 3.62 -0.28 -0.59 -0.0019
H 2.06 -0.32 -0.12 -0.0479
```

Its gap between HOMO and LUMO is 0.3027 Eh. The value obtained for the LUMO energy is 0.86 eV. Its net charge is 0.



<three>
Molecular formula: C3H11N3
Method: DFT, ωB97M-V/def2-TZVPD

The geometry in XYZ format:
```
17
Properties=species:S:1:pos:R:3:lowdin_charge:R:1
C -1.80 1.19 0.08 -0.0563
C -1.84 -0.32 0.02 -0.5905
N -0.58 -0.91 -0.03 -0.0191
N -2.97 -0.90 -0.02 0.0973
H 0.71 -0.18 -0.68 0.1369
H -0.59 -1.92 0.02 0.0770
H -2.88 -1.92 -0.05 0.0328
H -1.25 1.59 -0.78 0.0736
H -1.29 1.53 0.98 0.0733
H -2.81 1.58 0.06 0.0698
C 1.79 0.38 -0.20 -0.2626
N 2.84 -0.61 -0.03 -0.0594
H 2.70 -1.15 0.82 0.0595
H 3.76 -0.19 0.02 0.0606
H 1.71 1.16 0.57 0.0896
H 1.97 0.94 -1.13 0.0885
H 0.52 -0.29 0.35 0.1291
```

Its gap between HOMO and LUMO is 0.3543 Eh. The value obtained for the LUMO energy is 0.79 eV. Its net charge is 0.



Bottom line: <one>, by a margin of 13.7 kJ/mol.



<one>
Molecular formula: C3H11N3
Method: DFT, ωB97M-V/def2-TZVPD

The geometry in XYZ format:
```
17
Properties=species:S:1:pos:R:3:lowdin_charge:R:1
C -0.69 -0.59 0.44 -0.6387
C 2.00 1.59 -1.03 -0.1747
C -1.97 -1.37 0.15 -0.0661
N 0.42 -1.05 -0.24 0.1056
N 0.82 0.76 -0.88 -0.0834
N -0.53 -0.30 1.86 0.0400
H 1.22 -1.17 0.38 0.0715
H 0.53 0.45 -1.82 0.0644
H -0.71 0.47 -0.13 0.1368
H -1.38 0.07 2.25 0.0657
H 0.20 0.39 1.99 0.0612
H 2.83 1.04 -1.50 0.0692
H 1.79 2.46 -1.65 0.0785
H 2.33 1.93 -0.04 0.0617
H -1.97 -2.31 0.70 0.0704
H -2.85 -0.79 0.44 0.0679
H -2.03 -1.59 -0.92 0.0699
```

Its gap between HOMO and LUMO is 0.3247 Eh. The value obtained for the LUMO energy is 0.38 eV. Its net charge is 0.



<two>
Molecular formula: C3H11N3
Method: DFT, ωB97M-V/def2-TZVPD

The geometry in XYZ format:
```
17
Properties=species:S:1:pos:R:3:lowdin_charge:R:1
C 0.46 -2.07 0.97 -0.1575
C 2.07 -1.41 -0.55 -0.0963
N 0.92 -1.88 -0.37 -0.0882
H 0.22 -1.09 1.38 0.0576
H 1.24 -2.44 1.65 0.0727
H -0.42 -2.71 1.00 0.0673
H 2.44 -1.05 -1.51 0.0615
H 2.80 -1.32 0.25 0.0680
N -1.62 0.83 0.69 -0.0109
C -0.56 1.38 -0.14 -0.3707
N -0.84 2.67 -0.80 -0.0157
H -1.96 1.49 1.38 0.0566
H -2.45 0.65 0.14 0.0579
H 0.28 1.65 0.49 0.0987
H -0.39 0.66 -0.92 0.0955
H -1.52 2.61 -1.55 0.0522
H -1.04 3.40 -0.14 0.0512
```

Its gap between HOMO and LUMO is 0.3665 Eh. The value obtained for the LUMO energy is 1.09 eV. Its net charge is 0.



Bottom line: <two>, by a margin of 251.3 kJ/mol.



<one>
Molecular formula: C3H11N3
Method: DFT, ωB97M-V/def2-TZVPD

The geometry in XYZ format:
```
17
Properties=species:S:1:pos:R:3:lowdin_charge:R:1
C 1.52 1.78 -0.86 -0.1374
N 0.21 1.68 -0.16 -0.1904
C 0.16 2.59 1.02 -0.1335
H 1.52 2.47 -1.71 0.0723
H 1.73 0.82 -1.31 0.0630
H 2.27 2.07 -0.13 0.0672
H -0.40 2.09 -0.86 0.0827
H 0.28 3.64 0.73 0.0737
H -0.80 2.45 1.50 0.0667
H 1.01 2.28 1.63 0.0700
N 0.22 -1.60 0.25 0.0540
C -1.08 -2.03 -0.01 -0.3804
N -1.28 -3.26 -0.31 0.0361
H 0.11 -0.66 0.64 0.0440
H 0.72 -2.14 0.96 0.0840
H -1.86 -1.32 -0.27 0.1062
H -2.13 -3.42 -0.84 0.0216
```

Its gap between HOMO and LUMO is 0.3719 Eh. The value obtained for the LUMO energy is 0.88 eV. Its net charge is 0.



<two>
Molecular formula: C3H11N3
Method: DFT, ωB97M-V/def2-TZVPD

The geometry in XYZ format:
```
17
Properties=species:S:1:pos:R:3:lowdin_charge:R:1
C 1.72 -0.63 1.10 -0.0355
C 2.26 -0.96 -0.05 -0.3466
N 2.54 -2.08 -0.78 0.0275
H 1.15 -1.26 1.72 0.0338
H 1.99 0.34 1.31 0.0165
H 2.48 -0.12 -0.78 0.1188
H 2.56 -1.91 -1.80 0.0959
H 2.05 -2.96 -0.58 0.0953
N -1.09 2.07 0.24 -0.0114
C -2.43 1.39 0.03 -0.3517
N -2.34 -0.01 -0.23 -0.0527
H -0.51 1.80 -0.50 0.0100
H -0.62 1.77 1.10 0.0499
H -2.98 1.51 0.95 0.0843
H -2.90 1.81 -0.90 0.1154
H -2.29 -0.33 -1.22 0.0660
H -1.59 -0.44 0.39 0.0844
```

Its gap between HOMO and LUMO is 0.3438 Eh. The value obtained for the LUMO energy is 0.80 eV. Its net charge is 0.



Bottom line: <one>, by a margin of 60.0 kJ/mol.



<one>
Molecular formula: C11H14N2O3S
Method: DFT, ωB97M-V/def2-TZVPD

The geometry in XYZ format:
```
31
Properties=species:S:1:pos:R:3:lowdin_charge:R:1
C 4.85 1.64 0.39 -0.0643
C 4.08 0.82 -0.63 -0.2160
H 4.76 0.31 -1.32 0.1259
H 3.40 1.45 -1.22 0.1327
O 3.31 -0.15 0.07 -0.0156
C 2.70 -1.08 -0.67 -0.4979
O 2.80 -1.16 -1.86 0.1296
C 1.85 -1.99 0.20 -0.0319
C 0.53 -1.32 0.44 -0.3106
N -0.46 -1.86 -0.15 0.1022
N -1.73 -1.35 -0.09 0.0393
C -2.14 -0.06 -0.31 -0.4866
O -1.38 0.87 -0.49 0.0593
C -3.60 0.11 -0.31 -0.4361
C -4.24 1.31 -0.50 -0.0997
C -5.64 1.19 -0.45 -0.1755
C -6.05 -0.08 -0.22 -0.4043
S -4.74 -1.17 -0.07 1.0452
H -7.06 -0.45 -0.14 0.0629
H -6.31 2.02 -0.58 0.1041
H -3.70 2.22 -0.67 0.1200
H -2.42 -2.08 -0.23 0.1004
C 0.51 -0.14 1.35 -0.0172
H 1.47 -0.02 1.86 0.0773
H 0.29 0.77 0.78 0.0773
H -0.28 -0.25 2.09 0.0947
H 1.69 -2.93 -0.34 0.1262
H 2.37 -2.16 1.14 0.1284
H 4.17 2.13 1.07 0.0761
H 5.44 2.40 -0.12 0.0773
H 5.52 1.00 0.96 0.0771
```

Its gap between HOMO and LUMO is 0.3403 Eh. The value obtained for the LUMO energy is 0.32 eV. Its net charge is 0.



<two>
Molecular formula: C11H14N2O3S
Method: DFT, ωB97M-V/def2-TZVPD

The geometry in XYZ format:
```
31
Properties=species:S:1:pos:R:3:lowdin_charge:R:1
O -0.70 -1.13 -2.00 0.0742
O 1.70 -0.55 2.16 -0.2781
O 2.02 1.04 0.30 -0.2626
C -0.44 -0.51 -0.97 -0.4144
C -2.34 2.73 -1.74 -0.0640
C -2.20 3.42 -0.54 -0.0779
C -1.78 1.42 -1.90 0.0248
C -1.55 2.82 0.54 0.0088
C -1.07 0.82 -0.83 -0.0710
C -0.96 1.53 0.39 -0.2544
N -0.27 1.01 1.44 -0.2045
N 0.47 -1.07 -0.13 -0.0587
C -0.97 0.56 2.63 -0.0607
C 1.61 -3.17 0.57 -0.0690
C 2.40 -1.81 -1.43 -0.0363
C 1.23 -2.26 -0.56 -0.3963
S 1.12 0.10 0.98 0.7785
H -2.85 3.19 -2.59 0.1090
H -2.62 4.39 -0.40 0.0994
H -1.85 0.92 -2.85 0.1126
H -1.51 3.32 1.53 0.1279
H -1.91 1.09 2.79 0.0957
H -1.16 -0.49 2.60 0.0843
H -0.38 0.82 3.53 0.1005
H 2.00 -4.14 0.23 0.0972
H 0.77 -3.32 1.23 0.0754
H 2.40 -2.73 1.21 0.0770
H 3.06 -1.09 -0.93 0.0745
H 3.05 -2.63 -1.69 0.0799
H 2.09 -1.36 -2.36 0.0805
H 0.63 -2.91 -1.21 0.1478
```

Its gap between HOMO and LUMO is 0.3439 Eh. The value obtained for the LUMO energy is 0.12 eV. Its net charge is 0.



Bottom line: <one>, by a margin of 35.7 kJ/mol.



<one>
Molecular formula: C2H9NO3
Method: DFT, ωB97M-V/def2-TZVPD

The geometry in XYZ format:
```
15
Properties=species:S:1:pos:R:3:lowdin_charge:R:1
C 0.17 1.49 0.92 -0.3396
N -0.99 1.32 0.21 -0.0410
C -1.68 0.08 0.07 -0.0703
O 0.71 0.59 1.53 -0.0098
H 0.61 2.48 0.89 0.1252
H -1.41 2.21 -0.03 0.1279
H -1.09 -0.71 0.56 0.0810
H -1.82 -0.18 -1.00 0.0911
H -2.61 0.20 0.62 0.0884
H 0.86 -1.73 1.64 0.0191
H 2.25 -1.20 1.80 0.0199
O 1.75 -1.81 1.26 -0.0857
H 0.72 -0.60 -2.18 0.0172
H 1.73 -1.12 -3.25 0.0347
O 0.79 -1.02 -3.04 -0.0580
```

Its gap between HOMO and LUMO is 0.3920 Eh. The value obtained for the LUMO energy is 0.62 eV. Its net charge is 0.



<two>
Molecular formula: C2H9NO3
Method: DFT, ωB97M-V/def2-TZVPD

The geometry in XYZ format:
```
15
Properties=species:S:1:pos:R:3:lowdin_charge:R:1
O -3.07 -0.05 -0.71 0.0452
C -1.96 -0.36 -0.36 -0.2441
C -0.81 0.45 -0.96 -0.2369
N -1.21 1.87 -0.82 -0.0136
H -1.65 -1.10 0.39 0.1182
H 0.13 0.24 -0.41 0.1035
H -0.70 0.18 -2.01 0.1121
H -0.76 2.42 -1.55 0.0617
H -2.20 2.05 -0.91 0.0549
H -0.87 0.34 3.90 0.0274
H -0.97 -0.17 5.34 0.0227
O -0.54 -0.33 4.50 -0.0512
H 4.19 -1.55 -2.40 0.0218
H 5.36 -2.45 -1.97 0.0309
O 5.06 -1.54 -2.03 -0.0527
```

Its gap between HOMO and LUMO is 0.3731 Eh. The value obtained for the LUMO energy is 0.59 eV. Its net charge is 0.



Bottom line: <one>, by a margin of 87.6 kJ/mol.